1.
Here is one molecule with the formula C5H8 in a non-equilibrium geometry from the Open Molecules 2025 dataset. Energies are from wB97M-V/def2-TZVPD.

Geometry (Å):
C -1.786 -1.023 1.299
C -0.888 -0.773 0.352
C -0.617 0.762 -0.181
C 0.637 0.970 -0.415
C 1.834 0.211 -0.824
H -2.135 -2.023 1.521
H -2.257 -0.222 1.854
H -0.439 -1.595 -0.194
H -1.400 1.446 0.098
H 0.604 2.164 -0.727
H 2.641 0.382 -0.110
H 1.634 -0.856 -0.872
H 2.172 0.556 -1.802

Computed properties:
SMILES string = C=C/C=C\C
HOMO-LUMO gap = 0.3778 hartree
total energy = -195.216311 Eh
relative energy (zero: lowest compared OMol25 entry of this formula, charge and spin) = 47.5 kcal/mol

2.
Here is a 2-piece molecular cluster, C5H8 overall from the Open Molecules 2025 dataset. Energies are from wB97M-V/def2-TZVPD.

Geometry (Å):
C -1.415 0.489 -0.814
C -1.231 -0.812 1.372
C 0.044 -0.568 0.951
C 0.834 -0.078 0.121
C 2.114 0.287 -0.496
H -1.164 1.095 0.030
H -2.007 0.963 -1.602
H -1.176 -0.544 -0.948
H -1.685 -1.787 1.214
H -1.677 -0.199 2.152
H 2.954 -0.051 0.122
H 2.215 -0.168 -1.487
H 2.195 1.372 -0.615

Computed properties:
HOMO-LUMO gap (alpha / beta) = 0.3080 / 0.3084 hartree
total energy = -195.101878 Eh
relative energy (zero: lowest compared OMol25 entry of this formula, charge and spin) = 119.3 kcal/mol

3.
Here is C5H8AlLiO3 as an isolated structure in a non-equilibrium geometry from the Open Molecules 2025 dataset. Energies are from wB97M-V/def2-TZVPD.

Geometry (Å):
C -0.535 3.344 -2.028
C -1.188 4.198 -1.466
H 0.142 2.715 -2.583
H -0.101 0.730 -2.245
H -1.742 4.910 -0.876
Li -2.459 0.975 1.023
O 0.378 -1.398 -0.142
Al 1.654 -1.600 -1.736
O 0.238 -0.103 -1.798
C -0.283 -0.367 -0.613
O -1.128 0.284 -0.049
C 0.051 -1.964 1.163
C 1.277 -1.845 2.028
H -0.796 -1.392 1.558
H -0.241 -3.008 0.997
H 1.397 -0.819 2.400
H 1.157 -2.516 2.888
H 2.178 -2.144 1.479

Computed properties:
multiplicity = 2
HOMO-LUMO gap (alpha / beta) = 0.2978 / 0.0964 hartree
total energy = -669.736824 Eh
relative energy (zero: lowest compared OMol25 entry of this formula, charge and spin) = 16.5 kcal/mol
net charge = +3

4.
Here is C5H8AlNaO5 as an isolated structure in a non-equilibrium geometry from the Open Molecules 2025 dataset. Energies are from wB97M-V/def2-TZVPD.

Geometry (Å):
C -0.094 -2.024 -0.400
O -0.254 -3.056 -1.067
O 0.673 -1.070 -0.725
Na -1.493 -4.797 -1.260
O 2.375 -2.327 1.015
C 2.796 -2.335 2.301
C 2.510 -1.078 3.024
O 2.209 -0.116 2.274
C 2.164 1.328 2.476
C 2.628 1.864 1.116
O 2.029 1.187 0.074
Al 1.968 -0.654 0.219
H 3.897 -2.466 2.461
H 2.363 -3.147 2.933
H 2.791 -0.892 4.070
H -0.595 -1.965 0.637
H 2.801 1.583 3.330
H 1.106 1.545 2.661
H 3.735 1.790 1.095
H 2.389 2.945 1.119

Computed properties:
HOMO-LUMO gap = 0.3057 hartree
total energy = -975.770979 Eh
relative energy (zero: lowest compared OMol25 entry of this formula, charge and spin) = 0.0 kcal/mol
net charge = +2

5.
Here is C5H8BeMgO5 as an isolated structure in a non-equilibrium geometry from the Open Molecules 2025 dataset. Energies are from wB97M-V/def2-TZVPD.

Geometry (Å):
C 2.252 -0.232 0.136
O 3.442 -0.585 0.268
O 1.860 0.958 0.069
Mg 4.703 -1.852 -0.539
O 0.821 -0.208 1.830
C -0.202 -1.129 1.854
C -0.800 -1.210 0.486
O -0.968 -0.008 0.036
C -1.641 0.434 -1.170
C -1.322 1.930 -1.248
O 0.013 2.161 -0.974
Be 0.466 1.077 0.457
H -1.042 -0.922 2.553
H 0.154 -2.157 2.085
H -1.582 -1.950 0.267
H 1.325 -1.100 -0.203
H -2.702 0.175 -1.073
H -1.163 -0.098 -2.003
H -2.010 2.463 -0.561
H -1.606 2.252 -2.269

Computed properties:
multiplicity = 2
HOMO-LUMO gap (alpha / beta) = 0.0938 / 0.0854 hartree
total energy = -785.982316 Eh
relative energy (zero: lowest compared OMol25 entry of this formula, charge and spin) = 62.6 kcal/mol
net charge = +1

6.
Here is one molecule with the formula C5H8BrF in a non-equilibrium geometry from the Open Molecules 2025 dataset. Energies are from wB97M-V/def2-TZVPD.

Geometry (Å):
C -1.474 -1.103 -1.549
C -0.791 -1.027 -0.416
C -0.919 0.100 0.572
C 0.597 1.172 0.383
C 1.736 0.212 0.490
F 0.355 1.812 -0.746
Br 0.695 2.473 1.820
H -1.206 -1.894 -2.267
H -2.058 -0.195 -1.731
H -0.188 -1.811 -0.082
H -0.881 -0.223 1.583
H -1.743 0.685 0.436
H 1.742 -0.497 -0.272
H 2.685 0.684 0.430
H 1.450 -0.388 1.350

Computed properties:
SMILES string = C=CC[C@@](C)(F)Br
HOMO-LUMO gap = 0.3764 hartree
total energy = -2869.121240 Eh
relative energy (zero: lowest compared OMol25 entry of this formula, charge and spin) = 12.7 kcal/mol

7.
Here is an isolated ion of composition C5H8BrN2 and charge +1 in a non-equilibrium geometry from the Open Molecules 2025 dataset. Energies are from wB97M-V/def2-TZVPD.

Geometry (Å):
C -0.992 -1.516 -0.324
C 0.478 -1.398 -0.342
C -0.008 1.083 -0.612
C -1.602 -0.333 -0.323
C 1.039 0.004 -0.374
N 1.066 -0.663 0.918
N -0.043 2.165 0.194
Br -3.319 0.275 0.120
H -1.360 -2.491 -0.222
H 1.124 -2.136 -0.579
H -0.057 1.265 -1.709
H 1.966 0.248 -1.006
H 2.012 -1.060 1.252
H 0.465 -0.366 1.835
H -0.527 3.022 -0.030
H -0.243 1.902 1.202

Computed properties:
HOMO-LUMO gap = 0.3271 hartree
total energy = -2878.454315 Eh
relative energy (zero: lowest compared OMol25 entry of this formula, charge and spin) = 112.1 kcal/mol
net charge = +1

8.
Here is an isolated ion of composition C5H8BrN2O and charge +1 in a non-equilibrium geometry from the Open Molecules 2025 dataset. Energies are from wB97M-V/def2-TZVPD.

Geometry (Å):
C -1.364 1.643 0.093
C -1.861 0.388 -0.042
C 0.321 0.232 0.085
C -0.896 -1.883 -0.375
C 1.985 -0.159 0.275
N -0.816 -0.489 -0.118
N -0.017 1.541 0.045
O 2.522 1.090 0.068
Br -3.669 -0.184 0.110
H -1.969 2.507 0.249
H -0.636 -2.453 0.502
H -1.867 -2.093 -0.662
H -0.223 -2.215 -1.146
H 1.893 -0.447 1.342
H 2.265 -0.899 -0.549
H 0.822 2.242 0.063
H 3.510 1.180 0.061

Computed properties:
multiplicity = 3
HOMO-LUMO gap (alpha / beta) = 0.2291 / 0.2760 hartree
total energy = -2953.652185 Eh
relative energy (zero: lowest compared OMol25 entry of this formula, charge and spin) = 38.8 kcal/mol
net charge = +1

9.
Here is a 2-piece molecular cluster, C5H8BrNO2 overall in a non-equilibrium geometry from the Open Molecules 2025 dataset. Energies are from wB97M-V/def2-TZVPD.

Geometry (Å):
Br 1.820 -1.185 1.878
C 0.278 -0.362 0.906
C 0.174 -0.898 -0.453
C 0.445 0.211 -1.438
C 0.684 1.496 -0.665
N 0.692 0.983 0.654
H -0.604 -0.346 1.656
H -0.728 -1.341 -0.772
H 1.017 -1.649 -0.726
H 1.312 0.066 -2.069
H -0.266 0.250 -2.158
H 1.572 2.001 -0.970
H -0.147 2.236 -0.510
H 0.493 1.645 1.422
O -1.857 -2.116 1.042
C -2.216 -1.036 1.095
O -2.670 0.044 1.106

Computed properties:
SMILES string = Br[C@@H]1CCCN1.O=C=O
HOMO-LUMO gap = 0.3281 hartree
total energy = -2974.534171 Eh
relative energy (zero: lowest compared OMol25 entry of this formula, charge and spin) = 19.0 kcal/mol

10.
Here is one molecule with the formula C5H8Cl2 in a non-equilibrium geometry from the Open Molecules 2025 dataset. Energies are from wB97M-V/def2-TZVPD.

Geometry (Å):
C 2.336 0.720 -1.058
C 1.021 0.571 -1.045
C 0.284 0.454 0.174
Cl -0.441 2.085 0.196
C -0.879 -0.686 0.071
C -1.604 -0.980 1.351
Cl -2.157 -0.136 -1.034
H 2.896 0.963 -1.962
H 3.141 0.716 -0.260
H 0.297 0.632 -1.864
H 0.977 0.374 1.138
H -0.507 -1.564 -0.363
H -1.967 -0.009 1.668
H -1.010 -1.544 2.020
H -2.388 -1.596 0.967

Computed properties:
SMILES string = C=C[C@@H](Cl)[C@@H](C)Cl
HOMO-LUMO gap = 0.3929 hartree
total energy = -1115.641334 Eh
relative energy (zero: lowest compared OMol25 entry of this formula, charge and spin) = 40.0 kcal/mol

11.
Here is an isolated ion of composition C5H8Cl2N2O2P and charge +1 in a non-equilibrium geometry from the Open Molecules 2025 dataset. Energies are from wB97M-V/def2-TZVPD.

Geometry (Å):
C -2.421 1.291 -0.188
C -1.325 1.095 -0.944
C 0.482 -0.306 -0.044
C 1.127 -0.731 2.189
C 2.023 -0.091 -2.028
N 0.107 -0.521 1.136
N 1.645 -0.255 -0.612
O -3.710 0.171 1.994
O -0.732 -0.070 -0.934
P -2.921 -0.102 0.842
Cl -0.798 2.369 -1.989
Cl -3.237 -1.869 0.013
H -2.957 2.197 -0.040
H 1.992 -1.409 1.794
H 1.463 0.291 2.641
H 0.560 -1.279 3.037
H 1.721 1.004 -2.358
H 1.510 -0.945 -2.445
H 3.039 -0.276 -2.059
H 2.431 -0.562 -0.003

Computed properties:
HOMO-LUMO gap = 0.2711 hartree
total energy = -1716.732363 Eh
relative energy (zero: lowest compared OMol25 entry of this formula, charge and spin) = 60.7 kcal/mol
net charge = +1

12.
Here is one molecule with the formula C5H8Cl2N3P in a non-equilibrium geometry from the Open Molecules 2025 dataset. Energies are from wB97M-V/def2-TZVPD.

Geometry (Å):
C -1.690 0.950 -1.576
N -0.767 0.280 -0.683
C -1.064 -0.905 -0.034
C -0.022 -1.185 0.782
N 0.836 -0.107 0.694
C 1.996 -0.176 1.519
C 0.425 0.745 -0.223
N 0.999 1.981 -0.802
P 2.519 2.522 -0.351
Cl 3.963 1.473 -1.612
Cl 2.371 4.234 -1.416
H -2.511 0.325 -1.571
H -1.962 1.949 -1.248
H -1.213 1.151 -2.459
H -1.998 -1.352 -0.092
H 0.004 -2.004 1.429
H 1.907 -0.631 2.592
H 2.637 -0.927 0.930
H 2.471 0.755 1.708

Computed properties:
SMILES string = Cn1ccn(C)c1=NP(Cl)Cl
HOMO-LUMO gap = 0.3127 hartree
total energy = -1621.340401 Eh
relative energy (zero: lowest compared OMol25 entry of this formula, charge and spin) = 3.6 kcal/mol